Arrangement P

{"formula": "C17H19N", "method": "ωB97M-V/def2-TZVPD", "elements": ["C", "C", "C", "N", "C", "C", "C", "C", "C", "C", "H", "H", "H", "H", "H", "H", "H", "H", "H", "C", "C", "C", "C", "C", "C", "C", "C", "H", "H", "H", "H", "H", "H", "H", "H", "H", "H"], "positions_angstrom": [[3.853, 0.117, 2.363], [2.420, 0.402, 2.076], [1.639, -0.227, 1.164], [0.311, 0.142, 1.310], [0.282, 1.120, 2.314], [-0.821, 1.860, 2.764], [-0.477, 2.821, 3.704], [0.814, 3.039, 4.196], [1.897, 2.281, 3.762], [1.580, 1.327, 2.811], [4.089, -0.911, 2.635], [4.270, 0.806, 3.106], [4.560, 0.346, 1.553], [1.853, -1.121, 0.596], [-0.482, 0.117, 0.695], [-1.859, 1.799, 2.473], [-1.274, 3.329, 4.241], [0.936, 3.822, 4.930], [2.921, 2.580, 3.922], [-2.221, 1.098, -2.326], [-1.925, -0.259, -1.634], [-1.479, -1.356, -2.528], [-0.364, -1.176, -3.338], [0.065, -2.288, -4.048], [-0.602, -3.487, -3.961], [-1.764, -3.679, -3.201], [-2.216, -2.541, -2.524], [-3.219, 1.013, -2.744], [-1.480, 1.526, -2.999], [-2.235, 1.949, -1.628], [-1.317, -0.090, -0.746], [-2.897, -0.454, -1.162], [0.111, -0.215, -3.450], [0.805, -2.184, -4.835], [-0.279, -4.369, -4.496], [-2.366, -4.563, -3.056], [-3.127, -2.572, -1.938]], "nbo_charge": [-0.64, -0.08, -0.03, -0.54, 0.15, -0.24, -0.22, -0.23, -0.20, -0.09, 0.22, 0.22, 0.22, 0.21, 0.40, 0.22, 0.21, 0.21, 0.22, -0.61, -0.40, -0.04, -0.20, -0.21, -0.22, -0.20, -0.20, 0.21, 0.21, 0.21, 0.18, 0.21, 0.22, 0.21, 0.21, 0.22, 0.21], "spin_multiplicity": 1, "gap_ev": 8.6, "smiles": "Cc1c[nH]c2ccccc12.CCc1ccccc1", "homo_ev": -7.8, "mol_weight_g_mol": 237.35}

---

Arrangement Q

{"formula": "C17H19N", "method": "ωB97M-V/def2-TZVPD", "elements": ["C", "C", "C", "C", "N", "C", "C", "C", "C", "C", "C", "H", "H", "H", "H", "H", "H", "H", "H", "H", "H", "H", "C", "C", "C", "C", "C", "C", "C", "H", "H", "H", "H", "H", "H", "H", "H"], "positions_angstrom": [[-1.802, -2.068, -0.170], [-1.224, -1.290, -1.387], [0.237, -1.450, -1.781], [0.985, -1.182, -2.933], [2.371, -0.943, -2.635], [2.448, -1.040, -1.203], [3.475, -0.663, -0.432], [3.267, -0.599, 0.923], [1.901, -0.739, 1.482], [0.880, -1.259, 0.701], [1.124, -1.268, -0.715], [-2.485, -1.613, 0.454], [-1.075, -2.521, 0.499], [-2.314, -2.947, -0.588], [-2.112, -1.371, -2.034], [-1.523, -0.228, -1.269], [0.717, -1.058, -4.035], [3.053, -1.184, -3.223], [4.393, -0.335, -0.727], [3.861, -0.265, 1.801], [1.648, -0.570, 2.516], [0.055, -1.779, 1.120], [-0.468, 2.501, -1.044], [-0.862, 1.946, 0.327], [-0.045, 1.551, 1.416], [-0.543, 1.242, 2.667], [-1.934, 1.217, 2.758], [-2.764, 1.360, 1.650], [-2.228, 1.712, 0.445], [-0.626, 1.665, -1.816], [0.535, 3.028, -1.161], [-1.122, 3.172, -1.482], [1.050, 1.855, 1.215], [0.221, 0.739, 3.452], [-2.359, 0.980, 3.796], [-3.811, 1.241, 1.721], [-2.924, 2.165, -0.308]], "nbo_charge": [-0.59, -0.45, -0.10, -0.01, -0.55, 0.20, -0.28, -0.22, -0.21, -0.19, -0.10, 0.22, 0.19, 0.20, 0.23, 0.23, 0.21, 0.39, 0.22, 0.22, 0.20, 0.21, -0.64, -0.01, -0.21, -0.22, -0.22, -0.22, -0.23, 0.22, 0.22, 0.22, 0.22, 0.23, 0.21, 0.21, 0.21], "spin_multiplicity": 1, "gap_ev": 8.6, "smiles": "CCc1c[nH]c2ccccc12.Cc1ccccc1", "homo_ev": -7.6, "mol_weight_g_mol": 237.35}

---

Energy comparison, zero being the most stable, in kcal/mol: arrangement P 0.0; arrangement Q 72.3.

---

Arrangement P

{"formula": "C2H4F2", "method": "ωB97M-V/def2-TZVPD", "elements": ["F", "C", "C", "F", "H", "H", "H", "H"], "positions_angstrom": [[1.631, 0.934, 0.232], [0.725, 0.279, -0.503], [-0.667, 0.206, 0.428], [-1.683, 0.944, -0.205], [0.449, 0.572, -1.476], [1.048, -0.823, -0.451], [-1.171, -0.669, 0.829], [-0.310, 0.877, 1.209]], "nbo_charge": [-0.34, 0.03, 0.00, -0.38, 0.19, 0.15, 0.18, 0.17], "spin_multiplicity": 1, "gap_ev": 12.3, "smiles": "FCCF", "homo_ev": -11.1, "mol_weight_g_mol": 66.05}

---

Arrangement Q

{"formula": "C2H4F2", "method": "ωB97M-V/def2-TZVPD", "elements": ["C", "C", "H", "H", "H", "H", "F", "F"], "positions_angstrom": [[0.600, -0.117, 0.429], [-0.654, 0.645, -0.029], [0.234, -1.264, 0.473], [0.289, 0.013, 1.477], [-1.154, 1.559, 0.815], [-0.423, 1.279, -0.986], [1.956, -0.089, -0.272], [-1.803, -0.440, -0.192]], "nbo_charge": [-0.08, -0.01, 0.22, 0.22, 0.20, 0.21, -0.35, -0.41], "spin_multiplicity": 1, "gap_ev": 12.3, "homo_ev": -11.7, "mol_weight_g_mol": 66.05}

---

Energy comparison, zero being the most stable, in kcal/mol: arrangement P 0.0; arrangement Q 54.5.

---

Arrangement P

{"formula": "C4H14N3", "method": "ωB97M-V/def2-TZVPD", "elements": ["C", "C", "N", "N", "N", "H", "H", "H", "H", "H", "H", "H", "H", "C", "C", "H", "H", "H", "H", "H", "H"], "positions_angstrom": [[1.655, 1.586, -1.519], [0.056, -0.260, -1.122], [0.424, 1.079, -0.962], [0.963, -1.286, -1.281], [-1.263, -0.542, -0.808], [-0.321, 1.704, -0.740], [1.927, -1.172, -1.093], [0.672, -2.194, -1.581], [-1.998, 0.066, -1.132], [-1.622, -1.475, -0.866], [1.582, 2.473, -2.153], [2.272, 0.832, -1.998], [2.321, 1.914, -0.702], [-0.336, -0.688, 2.285], [-1.392, 0.163, 2.975], [-0.738, -1.630, 1.929], [0.239, 0.024, 1.690], [0.519, -1.061, 2.883], [-2.408, -0.200, 2.783], [-1.368, 1.210, 2.686], [-1.428, 0.154, 4.072]], "nbo_charge": [-0.41, 0.35, -0.66, -0.87, -0.86, 0.39, 0.38, 0.39, 0.37, 0.38, 0.19, 0.20, 0.18, -0.64, -0.62, 0.21, 0.23, 0.20, 0.20, 0.20, 0.20], "spin_multiplicity": 2, "gap_ev": [4.6, 9.6], "homo_ev": [-3.6, -8.8], "mol_weight_g_mol": 104.18, "s_squared": 0.75}

---

Arrangement Q

{"formula": "C4H14N3", "method": "ωB97M-V/def2-TZVPD", "elements": ["C", "C", "N", "N", "N", "H", "H", "H", "H", "H", "H", "H", "H", "C", "C", "H", "H", "H", "H", "H", "H"], "positions_angstrom": [[1.577, -0.640, -0.038], [-0.217, -1.985, -1.139], [1.120, -1.623, -0.988], [-1.113, -1.684, -0.095], [-0.718, -2.114, -2.444], [1.705, -1.888, -1.758], [-0.809, -0.909, 0.489], [-2.032, -1.469, -0.443], [0.011, -2.024, -3.130], [-1.561, -2.594, -2.631], [2.627, -0.462, -0.170], [1.308, -1.009, 0.941], [1.230, 0.395, -0.140], [-0.938, 1.943, 1.066], [0.242, 2.561, 1.828], [-1.277, 0.979, 1.436], [-1.745, 2.664, 0.950], [-0.662, 1.707, 0.029], [0.466, 3.504, 1.351], [0.953, 1.801, 2.082], [-0.167, 2.844, 2.804]], "nbo_charge": [-0.43, 0.37, -0.65, -0.85, -0.89, 0.38, 0.35, 0.36, 0.37, 0.39, 0.21, 0.19, 0.18, -0.61, -0.62, 0.19, 0.21, 0.20, 0.21, 0.21, 0.20], "spin_multiplicity": 2, "gap_ev": [5.4, 9.9], "homo_ev": [-4.3, -9.0], "mol_weight_g_mol": 104.18, "s_squared": 0.75}

---

Energy comparison, zero being the most stable, in kcal/mol: arrangement P 11.6; arrangement Q 0.0.

---

Arrangement P

{"formula": "C12H38N2O8", "method": "ωB97M-V/def2-TZVPD", "elements": ["C", "O", "C", "C", "C", "N", "H", "H", "H", "H", "H", "H", "H", "H", "H", "H", "H", "C", "O", "C", "C", "C", "N", "H", "H", "H", "H", "H", "H", "H", "H", "H", "H", "H", "O", "C", "C", "O", "H", "H", "H", "H", "H", "H", "O", "C", "C", "O", "H", "H", "H", "H", "H", "H", "O", "H", "H", "O", "H", "H"], "positions_angstrom": [[3.927, 19.498, 13.550], [3.060, 18.522, 13.050], [2.007, 18.145, 13.909], [1.430, 16.836, 13.240], [0.425, 17.132, 12.154], [0.868, 15.971, 14.290], [4.481, 19.870, 12.688], [4.728, 19.155, 14.205], [3.412, 20.318, 14.050], [2.335, 17.908, 14.922], [1.209, 18.883, 13.986], [2.201, 16.282, 12.704], [0.072, 16.279, 11.575], [0.845, 17.796, 11.399], [-0.469, 17.618, 12.546], [0.821, 15.140, 13.719], [1.718, 15.734, 14.782], [-5.032, 23.209, 14.562], [-4.958, 22.968, 13.171], [-5.464, 21.694, 12.774], [-5.462, 21.491, 11.224], [-6.425, 22.461, 10.486], [-5.868, 20.125, 11.063], [-4.458, 22.482, 15.136], [-6.031, 23.234, 14.998], [-4.613, 24.199, 14.741], [-4.911, 20.928, 13.318], [-6.448, 21.645, 13.240], [-4.518, 21.716, 10.728], [-6.092, 22.494, 9.449], [-6.187, 23.466, 10.836], [-7.496, 22.364, 10.660], [-5.261, 19.531, 11.609], [-6.809, 19.977, 11.400], [-0.068, 20.556, 12.698], [-1.461, 20.370, 12.874], [-1.795, 20.543, 14.352], [-1.027, 19.771, 15.292], [0.326, 19.816, 13.165], [-2.038, 21.031, 12.227], [-1.551, 19.373, 12.443], [-2.790, 20.388, 14.769], [-1.676, 21.594, 14.618], [-1.235, 20.271, 16.085], [1.096, 22.001, 15.888], [0.257, 22.783, 16.794], [-0.121, 22.030, 18.171], [-0.986, 20.908, 17.956], [0.726, 21.138, 15.690], [0.859, 23.665, 17.013], [-0.614, 23.270, 16.355], [-0.501, 22.726, 18.919], [0.756, 21.595, 18.650], [-0.732, 20.185, 18.533], [-0.043, 21.086, 10.006], [0.768, 21.591, 9.942], [-0.170, 20.954, 10.945], [-1.508, 17.048, 15.095], [-1.263, 17.958, 15.267], [-0.675, 16.598, 14.955]], "nbo_charge": [-0.25, -0.54, -0.03, -0.06, -0.64, -0.82, 0.19, 0.16, 0.18, 0.17, 0.13, 0.18, 0.22, 0.23, 0.21, 0.36, 0.35, -0.25, -0.55, -0.07, -0.07, -0.62, -0.82, 0.16, 0.17, 0.19, 0.15, 0.16, 0.20, 0.22, 0.22, 0.21, 0.35, 0.35, -0.73, -0.11, -0.11, -0.77, 0.48, 0.21, 0.19, 0.19, 0.17, 0.51, -0.73, -0.10, -0.09, -0.76, 0.48, 0.19, 0.17, 0.17, 0.17, 0.49, -0.96, 0.46, 0.48, -1.00, 0.47, 0.48], "spin_multiplicity": 1, "gap_ev": 9.7, "smiles": "COC[C@H](C)N.COC[C@H](C)N.OCCO.OCCO.O.O", "homo_ev": -9.2, "mol_weight_g_mol": 338.44}

---

Arrangement Q

{"formula": "C12H38N2O8", "method": "ωB97M-V/def2-TZVPD", "elements": ["N", "H", "H", "H", "H", "N", "O", "O", "O", "C", "C", "C", "O", "H", "H", "H", "H", "H", "H", "H", "H", "C", "C", "C", "O", "H", "H", "H", "H", "H", "H", "H", "H", "C", "C", "C", "O", "H", "H", "H", "H", "H", "H", "H", "H", "C", "C", "C", "O", "H", "H", "H", "H", "H", "H", "H", "H", "O", "H", "H"], "positions_angstrom": [[0.126, -0.099, -0.283], [-0.397, 0.651, 0.145], [1.093, -0.060, 0.007], [-0.013, -0.024, -1.280], [-0.251, -0.967, 0.070], [2.540, 0.342, 1.571], [1.872, 0.387, 0.576], [2.554, -0.759, 2.176], [3.105, 1.286, 1.964], [-3.367, 1.300, 0.724], [-2.881, 0.960, 2.088], [-1.966, -0.322, 2.085], [-2.022, 2.011, 2.388], [-3.814, 2.292, 0.650], [-4.160, 0.616, 0.423], [-2.701, 1.244, -0.137], [-3.671, 0.907, 2.836], [-1.702, -0.573, 3.113], [-1.065, -0.298, 1.472], [-2.632, -1.109, 1.732], [-2.583, 2.784, 2.472], [-1.104, 3.740, 0.229], [-0.078, 2.697, 0.529], [0.551, 2.990, 1.906], [-0.727, 1.456, 0.587], [-0.751, 4.751, 0.430], [-2.019, 3.607, 0.806], [-1.396, 3.798, -0.819], [0.688, 2.738, -0.245], [-0.212, 2.839, 2.669], [0.873, 4.029, 1.972], [1.346, 2.282, 2.141], [-1.455, 1.638, 1.186], [1.415, -0.278, -3.354], [-0.157, -0.145, -3.217], [-0.767, -1.567, -2.901], [-0.374, 0.734, -2.088], [1.670, -0.967, -4.159], [1.874, -0.645, -2.436], [1.761, 0.709, -3.662], [-0.574, 0.371, -4.081], [-1.835, -1.532, -2.688], [-0.332, -1.996, -1.998], [-0.722, -2.287, -3.718], [-0.013, 1.603, -2.279], [2.010, -4.193, 0.182], [2.312, -2.701, 0.353], [2.261, -1.934, -0.945], [1.411, -2.234, 1.285], [1.009, -4.343, -0.223], [2.073, -4.693, 1.149], [2.721, -4.668, -0.494], [3.308, -2.549, 0.770], [1.296, -2.088, -1.428], [3.140, -2.206, -1.530], [2.387, -0.859, -0.815], [1.852, -1.513, 1.740], [-0.625, -2.023, 0.036], [0.171, -2.277, 0.502], [-1.051, -2.852, -0.182]], "nbo_charge": [-1.12, 0.40, 0.39, 0.38, 0.38, 0.77, -0.49, -0.51, -0.41, -0.68, 0.06, -0.64, -0.70, 0.20, 0.22, 0.25, 0.19, 0.22, 0.25, 0.21, 0.48, -0.63, 0.09, -0.64, -0.72, 0.22, 0.19, 0.21, 0.19, 0.22, 0.20, 0.24, 0.54, -0.65, 0.10, -0.66, -0.69, 0.21, 0.25, 0.20, 0.18, 0.21, 0.24, 0.22, 0.49, -0.61, 0.08, -0.66, -0.77, 0.19, 0.22, 0.20, 0.17, 0.21, 0.21, 0.23, 0.44, -0.95, 0.51, 0.47], "spin_multiplicity": 1, "gap_ev": 8.3, "homo_ev": -8.0, "mol_weight_g_mol": 338.44}

---

Energy comparison, zero being the most stable, in kcal/mol: arrangement P 0.0; arrangement Q 343.2.

---

Arrangement P

{"formula": "C3H9N3O3", "method": "ωB97M-V/def2-TZVPD", "elements": ["C", "N", "C", "C", "O", "N", "O", "N", "O", "H", "H", "H", "H", "H", "H", "H", "H", "H"], "positions_angstrom": [[0.649, 2.349, -0.054], [0.128, 1.045, 0.406], [-1.137, 0.718, -0.199], [-1.789, -0.627, 0.253], [-3.021, -0.819, -0.471], [1.037, -0.014, 0.366], [0.974, -0.992, 1.373], [1.541, -0.322, -0.828], [2.101, -1.411, -0.893], [1.468, 2.666, 0.642], [-0.153, 3.106, -0.126], [1.133, 2.185, -1.058], [-1.865, 1.444, 0.013], [-1.066, 0.764, -1.309], [-1.973, -0.657, 1.348], [-1.133, -1.465, -0.001], [-3.580, -0.131, -0.145], [1.458, -1.724, 0.963]], "nbo_charge": [-0.42, -0.28, -0.25, -0.07, -0.70, 0.16, -0.53, 0.20, -0.43, 0.22, 0.22, 0.20, 0.19, 0.18, 0.18, 0.18, 0.46, 0.49], "spin_multiplicity": 1, "gap_ev": 10.1, "smiles": "CN(CCO)N(O)N=O", "homo_ev": -9.4, "mol_weight_g_mol": 135.12}

---

Arrangement Q

{"formula": "C3H9N3O3", "method": "ωB97M-V/def2-TZVPD", "elements": ["N", "C", "C", "O", "N", "C", "N", "O", "H", "H", "H", "H", "H", "H", "H", "O", "H", "H"], "positions_angstrom": [[0.344, -1.316, 0.975], [-0.132, -0.035, 1.451], [0.051, 1.034, 0.378], [0.868, 1.922, 0.520], [-0.835, 1.185, -0.687], [-1.641, 0.380, -1.512], [-1.834, -0.935, -1.285], [-2.076, 0.903, -2.528], [1.276, -1.303, 0.596], [0.150, -2.051, 1.619], [-1.166, 0.079, 1.798], [0.425, 0.367, 2.296], [-0.751, 2.066, -1.167], [-1.400, -1.361, -0.479], [-2.395, -1.504, -1.876], [3.034, -0.129, 0.216], [3.039, -0.093, -0.745], [3.045, 0.793, 0.431]], "nbo_charge": [-0.87, -0.32, 0.69, -0.60, -0.67, 0.78, -0.83, -0.65, 0.41, 0.37, 0.22, 0.20, 0.43, 0.41, 0.41, -0.95, 0.47, 0.49], "spin_multiplicity": 1, "gap_ev": 10.3, "smiles": "NCC(=O)NC(N)=O.O", "homo_ev": -9.8, "mol_weight_g_mol": 135.12}

---

Energy comparison, zero being the most stable, in kcal/mol: arrangement P 145.3; arrangement Q 0.0.

---

Arrangement P

{"formula": "C3H8P2", "method": "ωB97M-V/def2-TZVPD", "elements": ["C", "C", "C", "P", "P", "H", "H", "H", "H", "H", "H", "H", "H"], "positions_angstrom": [[-2.642, 0.650, -0.950], [1.866, 0.049, 0.295], [0.962, -0.834, -0.460], [-0.609, -1.370, 0.253], [-1.775, 0.452, 0.512], [-2.181, 0.798, -1.956], [1.715, -0.195, 1.468], [2.906, -0.117, -0.080], [1.603, 1.109, 0.221], [1.412, -1.788, -0.607], [0.712, -0.419, -1.475], [-1.153, 1.524, 1.175], [-2.816, 0.141, 1.605]], "nbo_charge": [-0.78, -0.61, -0.77, 0.34, 0.56, 0.19, 0.20, 0.22, 0.21, 0.23, 0.24, -0.04, 0.00], "spin_multiplicity": 1, "gap_ev": [6.6, 7.4], "homo_ev": [-8.1, -7.8], "mol_weight_g_mol": 106.04}

---

Arrangement Q

{"formula": "C3H8P2", "method": "ωB97M-V/def2-TZVPD", "elements": ["C", "C", "C", "P", "P", "H", "H", "H", "H", "H", "H", "H", "H"], "positions_angstrom": [[-1.107, -0.350, 0.690], [0.969, 0.884, -1.758], [-0.063, 1.500, -0.752], [0.080, 0.716, 0.971], [-0.290, -2.193, 2.893], [-1.567, -1.189, 1.144], [1.970, 1.157, -1.274], [0.931, -0.207, -1.682], [0.932, 1.390, -2.710], [-1.019, 1.094, -1.016], [-0.043, 2.655, -0.741], [-1.215, -3.240, 2.668], [0.424, -2.218, 1.567]], "nbo_charge": [-0.60, -0.62, -0.68, 0.63, 0.09, 0.17, 0.20, 0.22, 0.22, 0.22, 0.23, -0.05, -0.02], "spin_multiplicity": 1, "gap_ev": [7.5, 7.8], "homo_ev": [-8.6, -8.6], "mol_weight_g_mol": 106.04}

---

Energy comparison, zero being the most stable, in kcal/mol: arrangement P 5.0; arrangement Q 0.0.